ORCA calculation (ωB97M-V/def2-TZVPD) on a molecular structure, C2H4EuO.

```
! RIJCOSX wB97M-V def2-TZVPD def2/J DEFGRID3
* xyz 1 9
O -1.483 -0.700 -0.460
Eu -3.461 -2.133 -1.539
C -0.338 -0.423 -0.423
C 0.946 -0.203 -0.464
H 1.608 -0.828 0.136
H 1.332 0.536 -1.168
H 0.332 1.895 2.070
H 1.064 1.856 1.848
*
```

The value obtained for the HOMO energy (alpha / beta) is -9.98 / -13.66 eV. The total energy is -863.789850 a.u. The value obtained for the LUMO energy (alpha / beta) is -3.489 / -4.128 eV. For the orbital gap (alpha / beta), the calculation gives 6.49 / 9.53 eV.


ORCA calculation (ωB97M-V/def2-TZVPD) on a molecular structure, C2H4EuO2 at a distorted geometry.

```
! RIJCOSX wB97M-V def2-TZVPD def2/J DEFGRID3
* xyz 2 8
O -1.227 -0.138 0.743
H -1.903 -0.534 1.309
O 0.533 0.929 -0.687
Eu -1.511 1.873 -0.366
H 1.241 1.321 -1.212
C 0.789 -0.397 -0.302
C -0.206 -0.989 0.447
H 1.339 -1.015 -1.014
H 0.944 -1.050 1.082
*
```

The value obtained for the HOMO energy (alpha / beta) is -17.93 / -17.94 eV. Its energy relative to the best compared isomer or geometry (same formula, charge and spin) is 219.7 kJ/mol. The total energy is -938.646176 a.u. The value obtained for the LUMO energy (alpha / beta) is -9.480 / -9.296 eV. For the orbital gap (alpha / beta), the calculation gives 8.45 / 8.65 eV.